The following is a quantum chemistry calculation of 9 unconnected molecules or ions with the total composition C46H104O26, from the OMol25 dataset.

Structure (SMILES) = CCOC(C)=O.COC(=O)OC.COC(=O)OC.COCCOCCOC.COCCOCCOC.COCCOCCOC.COCCOCCOC.COCCOCCOC.COCCOCCOC
Spin multiplicity = 1
Energy = -3770.83930 hartree
HOMO-LUMO gap = 9.803 eV

Structure (XYZ):
```
176
C46H104O26 (ωB97M-V/def2-TZVPD)
C 2.544 2.824 -5.526
C 2.465 2.199 -4.124
O 3.717 2.376 -3.498
C 4.023 1.673 -2.462
C 5.375 2.105 -1.862
O 3.453 0.744 -1.986
H 3.048 3.791 -5.533
H 1.572 2.932 -6.007
H 3.108 2.186 -6.206
H 1.634 2.638 -3.572
H 2.116 1.199 -4.382
H 5.686 1.413 -1.080
H 5.472 3.138 -1.527
H 6.111 1.868 -2.630
C 0.623 1.556 4.845
O -0.293 2.577 4.289
C -0.869 3.500 5.035
O -0.892 3.503 6.224
O -1.502 4.477 4.369
C -1.673 4.444 2.921
H 0.179 0.831 5.528
H 1.410 2.076 5.392
H 1.145 0.965 4.093
H -2.059 5.392 2.547
H -2.472 3.738 2.695
H -0.804 4.149 2.333
C -1.407 -0.121 -1.612
O -0.537 0.973 -1.226
C 0.479 0.665 -0.430
O 0.781 -0.458 0.002
O 1.184 1.825 -0.203
C 2.239 1.799 0.780
H -1.957 0.196 -2.498
H -2.196 -0.254 -0.873
H -0.965 -1.055 -1.960
H 3.156 1.684 0.201
H 2.292 1.055 1.575
H 2.300 2.798 1.211
C 6.363 -5.970 -0.753
O 6.338 -6.009 -2.161
C 5.127 -5.602 -2.784
C 4.800 -4.100 -2.670
O 4.396 -3.768 -1.353
C 4.207 -2.364 -1.244
C 3.719 -1.988 0.121
O 4.825 -2.136 0.964
C 4.506 -1.946 2.351
H 7.300 -6.287 -0.293
H 5.640 -6.675 -0.343
H 6.141 -4.983 -0.348
H 4.325 -6.256 -2.442
H 5.369 -5.822 -3.824
H 4.096 -3.855 -3.465
H 5.730 -3.613 -2.962
H 3.437 -1.978 -1.912
H 5.089 -1.768 -1.479
H 2.899 -2.593 0.508
H 3.371 -0.955 0.144
H 4.063 -2.880 2.699
H 3.989 -1.070 2.743
H 5.510 -1.929 2.776
C 1.888 6.131 -3.004
O 2.393 6.105 -1.615
C 2.997 4.922 -1.200
C 3.840 5.120 0.049
O 2.895 5.078 1.118
C 3.422 5.221 2.470
C 2.332 5.207 3.498
O 2.770 5.995 4.591
C 1.972 6.001 5.786
H 1.698 7.174 -3.257
H 0.971 5.543 -3.037
H 2.627 5.669 -3.659
H 3.683 4.768 -2.033
H 2.259 4.123 -1.132
H 4.480 6.000 -0.017
H 4.530 4.314 0.298
H 4.042 6.107 2.608
H 4.021 4.357 2.760
H 2.107 4.173 3.761
H 1.369 5.581 3.151
H 2.138 5.063 6.316
H 0.893 6.089 5.660
H 2.262 6.863 6.387
C 0.425 -3.194 -2.566
O -0.815 -3.352 -3.215
C -1.735 -4.333 -2.786
C -3.106 -4.233 -3.420
O -3.890 -3.110 -3.076
C -4.072 -2.835 -1.661
C -5.003 -1.661 -1.409
O -4.703 -0.363 -1.961
C -4.797 -0.235 -3.416
H 1.016 -4.097 -2.417
H 0.271 -2.837 -1.548
H 0.996 -2.423 -3.083
H -1.835 -4.314 -1.701
H -1.245 -5.304 -2.859
H -3.767 -5.045 -3.117
H -3.009 -4.206 -4.505
H -3.073 -2.636 -1.273
H -4.505 -3.685 -1.133
H -4.802 -1.540 -0.345
H -6.045 -1.963 -1.513
H -4.344 -1.033 -4.005
H -4.457 0.764 -3.686
H -5.858 -0.338 -3.644
C -4.226 -5.293 2.013
O -3.364 -6.406 1.714
C -2.322 -6.038 0.816
C -1.482 -4.853 1.354
O -2.020 -3.615 1.028
C -1.203 -2.421 1.234
C -0.853 -2.011 2.653
O 0.134 -2.834 3.270
C 0.797 -2.215 4.364
H -5.157 -5.459 2.554
H -4.621 -4.942 1.060
H -3.683 -4.510 2.543
H -2.751 -5.788 -0.153
H -1.674 -6.913 0.762
H -0.598 -5.031 0.741
H -1.408 -5.047 2.424
H -1.801 -1.638 0.767
H -0.263 -2.479 0.685
H -1.764 -2.236 3.206
H -0.531 -0.969 2.656
H 0.098 -1.999 5.173
H 1.274 -1.255 4.169
H 1.542 -2.918 4.737
C -4.198 0.769 1.259
O -4.335 0.179 2.612
C -4.968 -1.060 2.579
C -5.275 -1.627 4.041
O -4.080 -1.675 4.769
C -4.307 -1.938 6.159
C -3.025 -2.047 7.055
O -2.409 -0.758 7.250
C -1.251 -0.702 8.097
H -3.837 1.795 1.337
H -5.149 0.893 0.741
H -3.547 0.081 0.719
H -4.288 -1.759 2.092
H -5.880 -1.014 1.984
H -5.696 -2.631 4.000
H -5.993 -0.940 4.488
H -4.842 -2.887 6.187
H -4.949 -1.188 6.621
H -2.339 -2.763 6.602
H -3.291 -2.304 8.080
H -0.434 -1.189 7.565
H -1.485 -1.090 9.089
H -1.001 0.345 8.265
C -0.754 -0.350 -6.256
O -0.973 0.252 -7.506
C -0.378 1.528 -7.641
C -1.142 2.639 -6.926
O -0.964 2.582 -5.522
C -1.701 3.542 -4.769
C -1.732 3.224 -3.292
O -2.328 4.155 -2.415
C -2.283 3.872 -0.978
H -1.307 0.189 -5.486
H 0.300 -0.303 -5.983
H -1.063 -1.385 -6.398
H -0.459 1.690 -8.716
H 0.669 1.470 -7.345
H -2.173 2.516 -7.258
H -0.750 3.604 -7.247
H -2.725 3.499 -5.138
H -1.301 4.543 -4.932
H -0.672 3.189 -3.041
H -2.043 2.217 -3.014
H -2.558 2.830 -0.814
H -2.903 4.514 -0.352
H -1.259 3.883 -0.607
```